No. 1
The following is a DFT calculation (ωB97M-V with the def2-TZVPD basis set) of the molecule C5H12O in a non-equilibrium geometry.

Computed properties:
E_HOMO (eV): -8.8
SMILES string: COC(C)(C)C
Energy (eV): -7424.7060
ΔE to the lowest compared entry with this formula, charge and spin (eV): 2.605

Each line ends with the Löwdin charge.
Geometry (Å):
C: -1.519 -1.022 0.715  -0.1263
O: -0.219 -1.074 0.255  -0.2694
C: 0.453 0.099 -0.198  -0.4535
C: 0.098 -0.356 -1.757  0.0025
C: -0.143 1.498 0.166  -0.0655
C: 1.736 0.002 0.776  -0.0234
H: -2.035 -1.891 0.286  0.0917
H: -2.079 -0.110 0.461  0.0891
H: -1.414 -1.123 1.794  0.0885
H: -0.799 -1.039 -1.829  0.0898
H: -0.187 0.487 -2.379  0.0512
H: 0.876 -0.973 -2.205  0.0632
H: -0.951 1.785 -0.508  0.0691
H: -0.521 1.543 1.199  0.0844
H: 0.608 2.305 0.113  0.0841
H: 1.321 -0.057 1.807  0.0873
H: 2.310 -0.919 0.659  0.0687
H: 2.444 0.843 0.827  0.0685

=====

No. 2
The following is a DFT calculation (ωB97M-V with the def2-TZVPD basis set) of a cluster of 2 separate species, C5H12O in total in a non-equilibrium geometry.

Computed properties:
E_HOMO (eV): -9.5
SMILES string: C=CC.CCO
Energy (eV): -7425.7494
ΔE to the lowest compared entry with this formula, charge and spin (eV): 1.562

Each line ends with the Löwdin charge.
Geometry (Å):
C: 1.674 1.464 -0.135  -0.1114
C: 2.037 -0.002 -0.324  -0.2328
C: 2.058 -0.886 0.663  -0.0285
H: 2.513 1.970 0.340  0.0748
H: 0.846 1.491 0.578  0.0537
H: 1.356 1.927 -1.058  0.0614
H: 2.680 -0.143 -1.187  0.0866
H: 2.473 -1.851 0.403  0.0507
H: 1.640 -0.717 1.644  0.0607
C: -1.799 0.251 0.205  -0.3071
O: -0.935 -0.344 1.198  -0.1134
C: -2.427 -0.753 -0.727  -0.0880
H: -1.237 1.025 -0.322  0.0949
H: -2.545 0.755 0.826  0.1113
H: -0.617 -1.178 0.826  0.0617
H: -1.637 -1.219 -1.322  0.0781
H: -3.115 -0.227 -1.366  0.0698
H: -2.965 -1.563 -0.240  0.0776